No. 1
Molecular formula: C5H14
Method: DFT, the ωB97M-V functional and the def2-TZVPD basis

Properties
E_LUMO: 1.10 eV
energy above the lowest of the compared OMol25 structures with the same formula, charge and spin: 24.8 kcal per mole
HOMO-LUMO gap: 12.27 eV

Cartesian coordinates (Å):
C -0.848715 -0.176262 -2.388425
C -1.934831 0.137441 -0.047381
C 1.579298 -0.691948 2.185765
H 0.799601 -1.081842 1.466781
H -0.897609 0.247713 -3.386668
H 2.272164 0.614845 0.671238
H -1.402335 1.744808 -1.425739
H 2.900917 0.930922 2.338812
C -1.734768 0.637645 -1.454753
C 2.775597 0.222539 1.547932
H -2.780633 0.440810 0.537334
H -1.002887 0.271264 0.578142
H 3.618743 -0.448928 1.448636
H -2.742879 0.545651 -1.936322
H 1.045924 -0.217985 2.967657
H -1.163140 -1.213408 -2.546134
H 2.189480 -1.517600 2.512869
H 0.172356 -0.111150 -2.178094
H -2.029186 -0.981583 -0.107342

Forces on atoms 1 to 6 (eV/Å):
-1.0231 0.1877 -0.6809
2.2675 -2.3511 0.7551
1.2641 -0.5278 -2.1359
1.1034 0.4808 0.4578
-0.2581 0.2839 -0.2376
1.0598 0.4796 -0.3876

For reference, the Löwdin charges in units of e are:
1. C -0.13
2. C -0.15
3. C -0.15
4. H 0.06
5. H 0.06
6. H 0.05
7. H 0.13
8. H 0.04
9. C -0.34
10. C -0.12
11. H 0.05
12. H 0.07
13. H 0.05
14. H 0.10
15. H 0.03
16. H 0.08
17. H 0.04
18. H 0.04
19. H 0.08

=====

No. 2
Molecular formula: C29H44BrN3OsP2
Method: DFT, the ωB97M-V functional and the def2-TZVPD basis

Properties
E_LUMO (alpha / beta): -13.69 / -15.18 eV
total charge: +4
energy above the lowest of the compared OMol25 structures with the same formula, charge and spin: 72.9 kcal per mole
2S+1: 5
⟨S²⟩: 6.189
HOMO-LUMO gap (alpha / beta): 5.42 / 4.64 eV

Cartesian coordinates (Å):
H -1.182687 -3.564241 3.122316
H -1.955232 1.270734 -0.039209
C 3.254977 -2.463711 0.259353
H 3.491247 1.034000 1.456905
C -1.251743 -1.844552 1.830849
H 5.522493 -1.001050 -1.954900
H -3.566741 1.470105 -1.745650
H -0.327804 0.616391 3.752864
C -2.515369 1.431782 -2.064017
H 0.928225 5.528416 1.494573
H 2.098502 3.243033 0.549663
C 4.866230 -0.168044 -2.241314
H 1.695563 2.138829 -1.883000
H -1.036524 -0.212194 -4.051971
C 0.658364 4.490192 1.618889
P 0.099636 0.488720 -1.080214
H -1.431887 0.207497 1.348822
H 5.417233 -2.683030 -0.082072
H -2.421816 1.729817 2.049595
C 4.129061 0.549702 0.674642
H -1.421422 -4.710228 -1.892631
H 4.375603 1.325160 -0.064347
H -1.622800 1.418654 3.588362
H 3.277208 -2.546305 1.358340
H -1.937569 -1.286979 -2.938103
C 5.378290 -0.095824 1.271145
C 0.128552 -0.913778 -2.304613
H 4.973836 -0.033214 -3.322343
C 4.464731 -3.149763 -0.370575
C -3.155475 -3.497872 -1.346849
C 0.016554 0.027383 2.921387
H -0.690703 -1.927296 -4.003175
H -2.161366 2.459227 -2.196450
H 5.867908 0.627975 1.934083
C 0.622449 1.989685 -2.069601
C -5.084425 -3.958097 -2.729883
C 0.966334 -1.070015 2.959927
H -2.499294 0.921081 -3.032462
H -2.493122 -5.627233 -3.903076
C -2.431043 -4.413901 -2.137450
C 3.395591 -0.451442 -1.930034
C -1.735494 0.725779 -0.963480
H 0.835219 2.996444 -3.941317
H 0.110948 2.825584 -1.572045
H 1.114075 -2.937932 4.133931
H 2.751747 0.376772 -2.273631
H 1.105602 -0.860775 -2.796416
H 6.096787 -0.367856 0.488061
N -4.355357 -4.786133 -3.486467
C 0.535278 -2.300952 3.448223
Br 3.114292 -0.579480 3.368363
H -5.113503 -2.593263 -1.028415
H 2.312256 -2.930910 -0.084509
C -2.117038 -2.348375 0.787619
C 0.363874 2.073910 -3.574127
Os 1.225053 0.101495 1.512343
H 5.232123 0.749089 -1.766030
C -0.747130 -0.472248 1.779298
H 3.080285 -1.379814 -2.429232
N -0.473620 4.114879 2.297191
H 4.390734 -3.187181 -1.465482
C -2.552293 -2.780385 -0.275344
C -1.808674 2.187372 2.832890
H -6.150880 -3.796392 -2.973364
H 0.796156 1.234634 -4.129700
N 0.474351 2.240506 1.614605
P 3.050457 -0.692601 -0.160066
H -0.700100 2.152919 -3.824639
H 0.132368 -1.821345 -1.686235
H 4.500721 -4.181588 -0.000853
C 1.203885 3.330502 1.136477
H -2.108021 -0.291339 -0.799725
C -0.599061 2.771083 2.228211
H -2.350174 2.982326 3.359896
H -1.153336 4.702047 2.769448
H 5.150156 -0.985054 1.874629
C -0.704515 -2.627618 2.874516
C -3.062323 -4.982112 -3.237004
C -4.518927 -3.289822 -1.623622
C -0.953833 -1.068159 -3.370316

Forces on atoms 1 to 6 (eV/Å):
0.1443 -0.1901 0.0097
0.0970 0.0413 -0.1015
0.1959 0.0882 0.0750
0.9217 -0.0016 -0.5903
0.5040 -0.5007 0.1073
-0.2255 0.2490 -0.0425

For reference, the Löwdin charges in units of e are:
1. H 0.14
2. H 0.06
3. C -0.39
4. H -0.02
5. C -0.15
6. H 0.09
7. H 0.11
8. H 0.13
9. C -0.09
10. H 0.15
11. H 0.11
12. C -0.09
13. H 0.07
14. H 0.08
15. C 0.00
16. P 1.04
17. H 0.04
18. H 0.08
19. H 0.09
20. C -0.46
21. H 0.15
22. H 0.09
23. H 0.08
24. H 0.05
25. H 0.06
26. C -0.16
27. C -0.36
28. H 0.11
29. C -0.11
30. C -0.18
31. C -0.40
32. H 0.10
33. H 0.09
34. H 0.11
35. C -0.36
36. C 0.05
37. C -0.64
38. H 0.07
39. H 0.16
40. C 0.11
41. C -0.38
42. C -0.37
43. H 0.11
44. H 0.09
45. H 0.16
46. H 0.05
47. H 0.05
48. H 0.09
49. N 0.16
50. C 0.00
51. Br 0.85
52. H 0.16
53. H 0.09
54. C 0.11
55. C -0.09
56. Os 1.37
57. H 0.08
58. C -0.28
59. H 0.09
60. N 0.16
61. H 0.09
62. C 0.05
63. C 0.02
64. H 0.17
65. H 0.08
66. N -0.04
67. P 0.89
68. H 0.07
69. H 0.07
70. H 0.10
71. C -0.11
72. H 0.05
73. C -0.33
74. H 0.12
75. H 0.19
76. H 0.02
77. C 0.02
78. C 0.02
79. C 0.13
80. C -0.11

=====

No. 3
Molecular formula: C14H18N2O9Rh
Method: DFT, the ωB97M-V functional and the def2-TZVPD basis

Properties
E_LUMO: -4.13 eV
total charge: +1
energy above the lowest of the compared OMol25 structures with the same formula, charge and spin: 19.0 kcal per mole
HOMO-LUMO gap: 6.82 eV

Cartesian coordinates (Å):
H -0.737253 2.425774 0.381224
H -2.332441 2.464156 -0.069314
H -2.263186 -1.000214 -3.536973
C 4.291439 -0.803680 1.171574
O 0.145492 0.713864 -0.750507
H -2.832507 -2.821883 -2.486706
N -2.252090 0.168463 2.423943
H 6.961146 -0.218779 -2.059991
C -3.312835 -2.475968 -0.416912
C 4.312920 0.427474 -0.918897
H -0.573458 1.288553 2.930777
H -3.261742 0.141999 2.541113
H 7.130255 1.338959 -1.160387
H 2.443783 1.071495 -1.750323
H 4.815835 -1.319922 1.962112
H -1.964201 1.617550 3.971985
H -1.668116 -3.432238 -1.300707
O -1.512868 -1.441287 -1.647413
H -1.866626 -0.658223 2.869698
O -3.114539 -1.793690 0.568132
H -1.643822 3.483972 2.266915
C -2.076220 2.519344 2.005529
H -1.092737 0.130971 -2.841580
O 6.297024 -0.228037 -0.102400
C 4.965644 -0.239179 0.114550
C 2.956035 0.562403 -0.947067
C -1.656292 1.414984 2.945776
C 2.250516 -0.009762 0.131187
O -4.379975 -3.231674 -0.581563
C 0.798792 0.099038 0.157427
O -3.187766 0.662750 -0.849302
H -3.161884 2.623026 2.013441
O 0.099588 -0.416682 1.112067
H 2.320229 -1.102792 1.965933
Rh -1.669506 0.148209 0.326949
N -1.675889 2.118826 0.633786
C 2.904191 -0.675280 1.163210
C 6.507609 0.464183 -1.342500
O -3.854535 0.922668 -2.944320
C -3.102083 0.419368 -2.154581
H -4.950999 -3.158814 0.200588
O 5.225931 0.879345 -1.820331
C -1.962323 -0.487655 -2.624252
C -2.320526 -2.591602 -1.551882

Forces on atoms 1 to 6 (eV/Å):
-0.0519 0.1675 0.0540
0.0080 -0.0297 -0.0111
-0.0517 0.0448 -0.0105
-0.0247 0.0106 -0.0114
-0.0692 -0.4965 -0.2491
-0.0282 0.0276 0.0049

For reference, the Löwdin charges in units of e are:
1. H 0.13
2. H 0.13
3. H 0.14
4. C 0.04
5. O -0.06
6. H 0.15
7. N -0.02
8. H 0.14
9. C -0.47
10. C -0.20
11. H 0.12
12. H 0.12
13. H 0.14
14. H 0.14
15. H 0.13
16. H 0.13
17. H 0.16
18. O -0.17
19. H 0.12
20. O 0.05
21. H 0.14
22. C -0.16
23. H 0.13
24. O 0.06
25. C -0.20
26. C 0.09
27. C -0.20
28. C -0.15
29. O 0.18
30. C -0.52
31. O -0.19
32. H 0.13
33. O -0.10
34. H 0.12
35. Rh 1.27
36. N -0.02
37. C 0.00
38. C -0.09
39. O 0.12
40. C -0.57
41. H 0.15
42. O 0.05
43. C -0.08
44. C -0.08

=====

No. 4
Molecular formula: C10H12O2
Method: DFT, the ωB97M-V functional and the def2-TZVPD basis

Properties
E_LUMO: 0.64 eV
energy above the lowest of the compared OMol25 structures with the same formula, charge and spin: 134.5 kcal per mole
HOMO-LUMO gap: 9.18 eV

Cartesian coordinates (Å):
H -1.478259 1.841341 0.006969
H 4.828068 -0.212086 0.237534
C 0.379878 -0.963507 -0.450662
C -4.332189 0.206276 -0.046375
H 0.914600 2.924490 -0.039383
C 1.669451 -0.323021 -0.536107
C -0.762150 -0.172091 -0.373735
H -2.548167 -1.150541 -1.265187
H 2.846870 2.534755 0.158751
H 0.242832 -2.103944 -0.279043
H 3.960107 -2.348058 0.526969
C 0.610289 1.803866 -0.285894
H -4.543848 0.200768 -1.095421
O 2.735514 -1.132033 -0.576514
H -5.027757 0.529900 0.788985
C 3.639617 -1.122897 0.575607
H -3.066416 -0.263440 1.582355
C -3.137485 -0.218865 0.497849
C -2.066941 -0.907950 -0.335100
C -0.643202 1.127888 -0.296831
H 2.954987 -0.797815 1.697886
C 1.694840 1.019518 -0.344608
H -1.798620 -1.965725 -0.170142
O 2.927989 1.493165 0.022087

Forces on atoms 1 to 6 (eV/Å):
0.5914 -1.4082 -0.9282
-3.7332 -2.9032 1.4384
1.7468 -0.5837 -0.0034
2.0815 -0.4054 3.7148
-1.6701 -2.2559 -0.5755
-3.6010 -3.3316 0.5732

For reference, the Löwdin charges in units of e are:
1. H 0.14
2. H 0.19
3. C 0.08
4. C 0.01
5. H 0.16
6. C -0.28
7. C -0.29
8. H 0.10
9. H 0.17
10. H 0.15
11. H 0.12
12. C -0.01
13. H 0.05
14. O -0.17
15. H 0.07
16. C -0.11
17. H 0.09
18. C -0.17
19. C -0.17
20. C -0.06
21. H 0.17
22. C -0.34
23. H 0.11
24. O -0.02